No. 1
{
  "formula": "C35H66BN3O11PtS5",
  "method": "the ωB97M-V functional and the def2-TZVPD basis",
  "fmax_ha_per_bohr": 0.1011,
  "multiplicity": 3,
  "e_tot_ha": -4499.77171,
  "s_squared": 2.006,
  "orbital_gap_ha": [0.28293, 0.27831],
  "e_above_lowest_kj_mol": 378.1,
  "species": ["Pt", "B", "H", "H", "H", "H", "C", "C", "C", "O", "H", "H", "H", "H", "H", "H", "H", "C", "C", "C", "S", "O", "O", "C", "H", "H", "H", "H", "H", "H", "H", "H", "C", "C", "C", "S", "O", "O", "C", "H", "H", "H", "H", "H", "H", "H", "H", "C", "C", "C", "S", "O", "O", "C", "H", "H", "H", "H", "H", "H", "H", "H", "C", "C", "C", "S", "O", "O", "C", "H", "H", "H", "H", "H", "H", "H", "H", "C", "C", "C", "S", "O", "O", "C", "H", "H", "H", "H", "H", "H", "H", "H", "N", "C", "C", "C", "C", "H", "H", "H", "H", "H", "N", "C", "C", "C", "C", "H", "H", "H", "H", "H", "N", "C", "C", "C", "C", "H", "H", "H", "H", "H"],
  "coordinates": [[0.797378, 0.974217, 2.904556], [2.759337, 0.080099, 3.061894], [2.741439, 1.129788, 3.311050], [2.418100, -0.041426, 2.045512], [3.737341, -0.326149, 3.268556], [2.068992, -0.462126, 3.689322], [0.759468, 0.288708, -0.512447], [-0.191840, -0.597998, 0.262136], [0.228734, -2.078629, 0.178306], [-0.531991, -0.093847, 1.484300], [0.347025, 1.291797, -0.621118], [0.814247, -0.139633, -1.513252], [1.729909, 0.281087, -0.016186], [-1.165287, -0.483764, -0.214779], [-0.666204, -2.652864, 0.417966], [1.055935, -2.331717, 0.841465], [0.634307, -2.297574, -0.809460], [4.213775, 4.225983, 3.074358], [4.916261, 3.856256, 1.785594], [3.865200, 3.251747, 0.850068], [2.223467, 3.879415, 1.306622], [1.492886, 2.722383, 1.859831], [1.652213, 4.719537, 0.259557], [2.878389, 4.880964, 2.577042], [4.872148, 4.836753, 3.692088], [3.923714, 3.367657, 3.680352], [5.764067, 3.193726, 1.959924], [5.320864, 4.737890, 1.288494], [3.851079, 2.165665, 0.758762], [3.960688, 3.591751, -0.181139], [2.122088, 5.105493, 3.329170], [3.111930, 5.813588, 2.063466], [-0.591185, 3.024772, -2.692134], [-0.711880, 4.495032, -3.156753], [-2.098657, 4.821583, -3.707054], [-3.186394, 3.734873, -2.656617], [-4.380855, 3.428313, -3.419361], [-3.234677, 4.291419, -1.293185], [-1.936944, 2.350894, -2.462711], [-0.114678, 3.040926, -1.711941], [0.040194, 2.292125, -3.194834], [-0.003411, 4.547552, -3.983441], [-0.504416, 5.192272, -2.345009], [-2.175764, 4.544642, -4.758461], [-2.412303, 5.845750, -3.505002], [-2.093154, 1.616694, -3.253064], [-1.913850, 1.860136, -1.489715], [-2.717281, -3.999046, -4.488366], [-1.305373, -4.147434, -4.035217], [-0.910427, -2.976797, -3.135195], [-1.707320, -1.509630, -3.889263], [-0.681945, -0.683916, -4.549820], [-2.572264, -0.811824, -2.945882], [-2.666532, -2.548839, -5.101027], [-3.371135, -4.010810, -3.616336], [-3.056594, -4.720217, -5.231928], [-0.684971, -4.437587, -4.883170], [-1.119750, -5.005905, -3.389707], [0.147866, -2.725700, -3.206504], [-1.121205, -2.955934, -2.065969], [-1.979680, -2.381148, -5.930615], [-3.652312, -2.117368, -5.274704], [-1.559586, -3.394165, 3.876732], [-2.867004, -2.703485, 4.240270], [-2.525926, -1.198686, 4.324418], [-0.950835, -1.097546, 5.254549], [-1.238077, -1.026112, 6.664311], [-0.034078, -0.184305, 4.590491], [-0.537266, -2.888372, 4.857900], [-1.436759, -3.149860, 2.821587], [-1.530916, -4.483176, 3.840051], [-3.247907, -2.933630, 5.235277], [-3.802627, -2.961221, 3.744007], [-3.261712, -0.610902, 4.873250], [-2.435890, -0.935138, 3.270597], [-0.812064, -3.370452, 5.796076], [0.520461, -3.009800, 4.624277], [-4.773123, 2.439523, 3.261461], [-4.243988, 1.815733, 1.980381], [-3.050350, 2.774055, 1.653260], [-2.164262, 3.174288, 3.212000], [-1.686908, 4.579731, 3.212795], [-1.132235, 2.155604, 3.339820], [-3.661759, 2.873736, 4.308779], [-5.397926, 1.650519, 3.680020], [-5.340532, 3.359387, 3.120060], [-5.017072, 1.775659, 1.213026], [-3.819783, 0.867473, 2.310472], [-3.516620, 3.657938, 1.218009], [-2.213656, 2.418945, 1.051657], [-3.810622, 3.906256, 4.624762], [-3.381521, 2.176167, 5.098072], [-3.619857, -6.812413, 0.593836], [-2.519733, -7.550919, 0.167310], [-1.339327, -6.908470, 0.597723], [-1.808455, -5.701236, 1.146137], [-3.167263, -5.767548, 1.193892], [-4.551113, -7.172679, 0.441928], [-2.722826, -8.483850, -0.337471], [-0.275665, -7.025368, 0.451559], [-1.088311, -4.904627, 1.261074], [-3.941642, -5.052540, 1.429464], [3.118882, 0.067012, -5.947418], [3.699665, 1.138565, -6.616904], [3.631189, 2.238387, -5.743702], [3.034919, 1.842087, -4.565381], [2.615307, 0.470664, -4.726921], [2.871249, -0.811601, -6.379641], [4.163304, 0.850131, -7.548697], [3.941137, 3.242194, -5.994089], [2.755524, 2.451933, -3.718953], [1.930509, -0.144490, -4.162092], [4.414702, -0.852353, 0.021892], [4.915789, -0.804165, -1.212243], [6.041733, -1.607249, -1.314776], [6.180341, -2.257544, -0.097999], [5.169860, -1.763356, 0.686984], [3.611218, -0.426755, 0.461637], [4.353301, -0.265241, -1.960278], [6.675672, -1.758307, -2.175993], [6.860992, -2.999061, 0.293493], [4.990672, -1.852964, 1.748238]],
  "forces_ev_per_a": [[-2.20, -0.36, -1.30], [0.87, -0.86, 0.32], [0.72, 4.47, 1.41], [-0.60, -0.66, -4.44], [3.42, -1.34, 0.43], [-1.87, -2.54, 2.66], [-0.22, -0.34, -0.32], [-0.28, 0.52, -0.53], [0.07, 0.63, 0.34], [0.11, 0.44, 2.41], [0.24, 0.08, 0.30], [0.44, 0.12, -0.24], [0.09, 0.28, -0.19], [-0.23, -0.54, -1.05], [0.23, -0.45, -0.07], [-0.11, 0.12, 0.44], [-0.39, -0.15, -0.19], [-1.24, 0.06, -0.12], [-0.02, -0.46, -0.42], [-0.12, -0.17, -1.43], [0.57, -1.27, -0.46], [0.37, 2.48, -1.37], [0.18, -1.10, 1.00], [0.75, 1.20, 1.38], [-0.48, 0.41, -0.01], [0.26, -0.30, -0.15], [-0.17, -0.19, -0.10], [-0.02, 0.20, 0.21], [-0.18, -0.02, 0.59], [0.27, 0.15, -0.03], [0.02, -0.22, 0.05], [-0.04, 0.12, -0.03], [0.01, -0.26, 1.92], [0.34, -0.34, -1.00], [-0.10, -1.09, 1.13], [1.29, -0.20, 0.63], [0.40, -0.08, 0.77], [-0.47, -0.12, -1.48], [-0.46, 0.42, -1.27], [0.11, 0.35, 0.10], [0.04, 0.65, -0.95], [0.22, 0.80, 0.21], [0.40, -0.23, -0.12], [-0.45, -0.02, 0.16], [-0.04, -0.11, -0.17], [-0.43, 0.02, 0.18], [-0.85, 0.21, -0.05], [-0.06, 1.96, -0.52], [0.97, -1.95, 1.61], [0.81, 1.58, -1.17], [0.06, 0.42, 0.44], [-1.13, -1.15, 0.24], [0.30, -0.78, -0.54], [-0.09, 0.43, 0.89], [-0.31, 0.07, -0.18], [0.13, 0.00, 0.12], [0.48, 1.07, -0.10], [-0.53, -0.44, 0.09], [0.10, -0.16, -0.07], [-0.59, -0.61, -0.20], [-0.38, -0.71, -0.51], [0.23, 0.22, -0.04], [-0.62, -0.03, -1.22], [-0.77, 0.13, 2.33], [-0.38, -0.48, -0.57], [-0.66, -2.14, -2.02], [0.22, 0.55, -0.20], [-0.71, -0.65, 1.61], [0.02, 0.91, 0.70], [0.83, 0.46, -0.02], [-0.46, -0.07, 0.49], [0.66, -0.57, 0.64], [0.49, 0.34, -1.20], [0.01, 0.03, -0.17], [0.64, 0.99, 0.19], [0.50, -0.01, 0.21], [-0.15, 0.13, -0.06], [-0.22, 0.03, 1.67], [2.52, 1.27, 1.07], [-0.37, -0.09, -0.17], [-0.12, 1.46, -1.51], [-1.19, -2.29, 0.40], [-0.77, 0.07, 0.75], [0.90, 0.20, -1.87], [-0.35, 0.47, 0.53], [-0.29, -0.29, -0.39], [0.36, -0.21, -0.01], [-0.27, -0.42, -0.71], [0.58, 0.33, 0.05], [-0.33, -0.21, -0.31], [-0.29, -0.33, 0.57], [-0.16, 0.13, -0.07], [1.16, -4.53, -2.27], [0.84, -0.77, 0.32], [-2.11, 0.00, -1.15], [1.07, 0.07, 0.23], [-1.00, 4.66, 1.48], [0.13, 0.56, 0.35], [0.32, -0.03, 0.07], [-0.27, -0.78, -0.31], [-0.58, 0.31, 0.73], [0.47, 0.51, 0.50], [-0.73, 0.94, 0.56], [-0.39, -0.77, 1.37], [0.93, -0.40, -2.05], [-2.08, -2.76, 0.62], [1.32, 2.08, -0.53], [0.21, 0.22, 0.09], [0.06, 0.83, -0.09], [0.24, -0.12, 0.08], [0.12, 0.02, -0.06], [0.27, 0.01, 0.08], [0.55, -1.26, 1.02], [0.00, 0.95, -2.34], [-0.40, 0.25, -1.22], [-0.56, -0.07, 1.64], [-0.07, -0.08, 2.16], [0.05, 0.10, -0.34], [0.41, 0.16, -0.23], [-0.28, 0.16, -0.13], [0.25, 0.16, -0.43], [0.03, -0.38, -0.03]]
}


No. 2
{
  "formula": "C35H66BiN3O2Si4",
  "method": "the ωB97M-V functional and the def2-TZVPD basis",
  "fmax_ha_per_bohr": 0.0829,
  "multiplicity": 1,
  "e_tot_ha": -3060.44961,
  "orbital_gap_ha": 0.08718,
  "e_above_lowest_kj_mol": 0.0,
  "species": ["Bi", "C", "C", "C", "C", "C", "C", "C", "C", "C", "C", "C", "C", "C", "C", "C", "C", "C", "H", "H", "H", "H", "H", "H", "H", "H", "H", "H", "H", "H", "H", "H", "H", "H", "H", "H", "H", "H", "H", "H", "H", "H", "H", "H", "H", "H", "H", "N", "C", "C", "C", "O", "O", "H", "H", "H", "H", "H", "H", "N", "C", "C", "C", "C", "N", "C", "C", "H", "H", "H", "H", "C", "Si", "C", "C", "Si", "Si", "C", "C", "C", "Si", "C", "C", "C", "H", "H", "H", "H", "H", "H", "H", "H", "H", "H", "H", "H", "H", "H", "H", "H", "H", "H", "H", "H", "H", "H", "H", "H", "H", "H", "H"],
  "coordinates": [[12.571560, 10.199654, 10.668286], [7.745013, 12.963980, 10.946518], [8.263083, 14.258818, 10.721458], [8.499394, 14.807283, 12.017416], [7.883287, 13.946378, 12.962676], [7.473305, 12.781665, 12.344060], [6.954659, 11.560824, 13.012242], [5.415589, 11.689603, 13.322371], [7.746981, 11.422420, 14.324277], [7.230768, 10.364030, 12.100831], [9.439951, 15.953790, 12.470557], [10.752976, 15.905064, 11.674482], [9.761260, 15.704026, 13.966065], [8.750415, 17.311892, 12.337992], [8.308663, 14.811844, 9.248487], [8.207327, 16.355230, 9.196647], [7.103794, 14.240163, 8.487927], [9.666272, 14.444452, 8.509319], [7.485042, 12.229252, 10.197354], [7.700307, 14.105313, 14.069611], [5.305657, 12.539086, 13.987647], [5.048937, 10.772124, 13.877852], [4.852421, 11.868576, 12.402961], [7.628135, 12.293300, 14.998188], [8.819601, 11.286686, 14.134957], [7.459664, 10.559683, 14.923975], [6.564418, 10.297928, 11.236251], [7.087287, 9.411394, 12.657144], [8.249940, 10.360205, 11.708808], [11.169691, 14.895258, 11.622746], [11.543888, 16.515834, 12.156464], [10.742878, 16.311453, 10.637492], [10.196134, 14.669025, 14.101288], [8.906312, 15.876005, 14.615569], [10.592300, 16.328983, 14.256737], [8.654595, 17.740846, 11.331826], [9.321524, 18.011509, 12.922412], [7.772135, 17.319253, 12.757869], [7.269260, 16.736282, 9.693071], [8.146483, 16.649484, 8.154105], [9.102382, 16.852003, 9.651681], [6.137915, 14.569554, 8.940711], [7.039634, 13.108730, 8.459736], [7.124732, 14.470399, 7.416373], [10.490286, 14.708491, 9.136373], [9.740332, 14.985184, 7.568945], [9.771863, 13.377066, 8.257128], [13.092914, 11.716084, 12.895362], [12.191421, 11.315940, 13.988764], [12.413398, 9.792587, 14.422921], [12.261452, 8.959003, 13.134444], [11.113353, 8.555711, 12.799861], [13.325083, 8.846862, 12.290908], [13.982972, 11.192053, 13.052673], [13.216946, 12.750919, 12.912361], [11.131523, 11.437948, 13.670763], [12.343269, 11.902698, 14.922241], [11.674124, 9.546977, 15.168116], [13.369162, 9.776180, 14.919806], [8.401478, 5.464235, 6.429573], [9.073868, 6.139441, 7.121124], [9.841003, 7.047171, 7.886159], [9.972259, 8.431633, 7.562007], [10.567838, 9.246553, 8.476694], [11.151605, 8.722395, 9.575814], [11.177522, 7.390367, 9.879126], [10.462968, 6.518532, 9.050964], [9.569206, 8.837705, 6.670849], [10.567529, 10.348799, 8.430057], [11.677362, 7.061072, 10.798049], [10.292994, 5.493400, 9.326503], [15.232405, 13.641231, 8.232364], [15.893264, 12.292764, 9.390538], [15.619436, 12.854470, 11.134472], [17.716906, 12.110478, 9.100438], [14.785403, 10.269338, 9.031200], [14.461422, 9.899584, 6.773950], [15.972071, 10.372192, 5.801692], [14.096568, 8.081547, 6.404165], [13.014495, 11.075933, 6.356970], [16.066853, 8.448882, 9.802784], [16.699446, 8.991706, 11.555695], [15.052372, 6.840879, 9.878669], [17.565038, 8.062823, 8.736715], [15.062339, 13.290379, 7.220496], [16.070182, 14.399023, 8.151894], [14.319305, 14.168096, 8.617215], [16.334621, 13.606384, 11.425501], [15.787025, 11.996520, 11.807773], [14.613605, 13.255124, 11.331842], [18.160689, 13.052110, 9.525549], [18.056332, 12.018734, 8.051916], [18.209269, 11.311910, 9.714162], [16.955617, 10.082865, 6.206125], [16.012679, 11.472241, 5.664101], [15.852034, 9.914628, 4.800498], [13.607076, 7.498486, 7.197372], [15.024211, 7.611491, 6.154340], [13.485055, 8.022419, 5.501679], [13.492124, 11.990834, 5.899328], [12.358406, 11.458803, 7.171792], [12.396659, 10.545991, 5.618815], [15.863083, 8.940536, 12.254003], [17.201377, 9.956834, 11.507834], [17.394428, 8.249464, 11.806622], [14.013362, 6.955699, 10.150167], [15.507634, 6.198253, 10.670603], [15.102814, 6.273814, 8.962982], [17.893149, 8.888420, 8.141001], [17.359111, 7.266547, 8.030712], [18.369738, 7.685168, 9.366672]],
  "forces_ev_per_a": [[0.03, 1.03, 0.69], [-0.68, -0.49, 0.98], [0.34, -0.37, -0.68], [-0.11, 0.82, 0.02], [0.17, 0.28, 1.51], [0.30, 0.53, -1.97], [-0.40, -0.02, 0.12], [0.95, -1.12, 0.55], [-0.04, -0.22, 0.67], [-0.32, -1.23, 0.49], [-1.26, -0.96, -0.59], [1.01, 0.76, -0.17], [1.11, -0.89, -0.64], [0.84, 0.60, -0.20], [0.97, -0.32, 0.93], [-0.24, 0.14, 0.67], [-0.65, -1.30, -0.27], [-1.34, -0.32, -0.02], [-0.09, 0.10, -0.10], [0.72, 0.07, -1.52], [-0.22, 0.21, 0.05], [0.20, 0.85, -0.72], [0.03, -0.13, 0.15], [0.05, -0.35, -0.55], [-0.15, 0.23, -0.18], [-0.33, -0.34, -0.02], [-0.08, 0.30, 0.07], [0.05, 0.39, -0.18], [0.07, 0.16, 0.17], [-0.26, -0.13, 0.00], [-0.34, -0.06, 0.10], [-0.48, -0.42, 0.66], [-0.92, 0.83, -0.11], [0.05, -0.15, 0.00], [0.14, 0.77, 0.27], [0.21, -0.45, 0.26], [0.39, 0.76, 0.29], [-0.86, -0.35, 0.40], [1.00, -0.47, -0.28], [0.06, 0.20, -0.32], [-0.91, -0.48, -0.48], [0.76, -0.07, -0.37], [0.35, 1.21, 0.40], [0.00, 0.57, 0.06], [0.58, 0.25, 0.40], [0.05, 0.21, -0.23], [-0.32, 0.10, 0.28], [0.92, -0.23, 0.56], [-1.03, -0.86, 0.84], [0.06, 1.27, -1.41], [-2.43, -1.00, -0.32], [3.23, 1.00, 0.73], [-1.32, 1.01, 0.13], [-0.55, 1.25, -0.09], [0.17, -1.26, -0.10], [0.67, 0.03, 0.16], [-0.07, -0.16, -0.69], [-0.45, -0.23, -0.12], [0.64, -0.47, -0.21], [1.96, 1.76, 2.07], [-2.43, -1.87, -2.96], [1.35, 0.81, 1.50], [-0.45, -1.71, 0.41], [0.59, -0.15, 1.27], [0.78, -1.59, 0.09], [-1.05, 0.86, -1.17], [-0.35, 1.31, -0.35], [-0.50, 0.19, -0.66], [0.03, -0.61, -0.26], [-0.19, 0.41, -0.41], [0.19, -0.24, -0.03], [0.59, 0.94, 0.50], [-0.69, 0.48, -0.58], [-0.32, -0.55, 0.75], [1.42, 0.14, 0.70], [0.29, -0.91, 0.46], [-0.98, 0.13, 0.73], [0.42, 0.63, -0.60], [-0.72, 0.45, 0.15], [0.43, 0.50, -0.48], [0.00, 0.33, 0.83], [-1.40, 0.04, -1.58], [0.74, -0.10, 1.04], [-0.29, -0.47, 0.17], [-0.18, -0.07, -0.16], [-0.93, -0.57, 0.12], [0.77, -0.54, -0.37], [0.31, 0.43, 0.06], [-0.08, 0.27, -0.08], [0.29, -0.14, -0.25], [-0.29, -0.57, -0.54], [-0.29, 0.00, 0.49], [-0.54, 0.41, -0.62], [-0.49, -0.15, -0.06], [-0.05, -0.52, 0.01], [0.22, 0.24, 0.31], [0.10, 0.28, -0.17], [0.72, -0.46, -0.03], [-0.14, -0.04, -0.03], [-0.72, -0.87, 0.19], [0.57, -0.49, -0.40], [-0.06, 0.51, -0.05], [0.10, 0.33, 0.10], [-0.16, 0.06, 0.17], [1.24, -1.07, 0.71], [-0.32, 0.19, 0.12], [-0.27, 0.36, -0.46], [0.06, -0.08, -0.46], [0.46, 0.67, -0.15], [-0.26, -0.24, -0.17], [0.19, 0.20, 0.04]]
}